Record 1
C5H7N in the gas phase, computed with the ωB97M-V functional and the def2-TZVPD basis.

Output
Relative energy (zero: lowest compared OMol25 entry of this formula, charge and spin)   541.84 kJ/mol
E_HOMO   -8.248 eV
Electronic energy   -6782.897 eV
2S+1   1
LUMO energy   0.66 eV

```
13
Properties=species:S:1:pos:R:3:forces:R:3
N 0.763868 0.255348 -1.992715 1.1460 -0.2901 -0.2178
C -0.395157 -0.123323 0.028630 -0.0924 -1.3682 -2.0427
C 1.321801 -0.926039 -2.014318 0.2923 0.0192 -0.6489
C -0.595654 -0.935779 1.007629 -2.0048 2.3884 1.0453
C -0.094893 0.656935 -0.962145 -0.4334 0.5494 -0.1865
C -0.520966 0.072795 2.169588 1.2987 -0.2301 1.6875
H 0.382424 -0.152882 2.704408 0.5535 0.2108 0.7372
H -1.407523 -1.644771 1.075374 0.2771 -0.4927 -0.4278
H 1.920688 -0.891378 -2.944544 0.1174 -0.3241 0.0860
H -0.509264 1.634427 -1.104818 -0.6915 0.1851 -0.0492
H -1.322203 -0.011617 2.901413 -0.2799 -0.2410 -0.2689
H 0.925416 0.938243 -2.727243 -0.0929 0.1454 0.1659
H -0.468536 1.128039 1.858740 -0.0901 -0.5520 0.1199
```
Positions in Å, forces in eV/Å.

These are the Löwdin partial charges, in e, on atoms 1 to 5: -0.1376, -0.0951, 0.0138, -0.0778, -0.1436

---

Record 2
18 unconnected molecules or ions with the total composition C39H77Cl34NO4, computed with the ωB97M-V functional and the def2-TZVPD basis.

Output
E_HOMO   -9.509 eV
Electronic energy   -477133.982 eV
2S+1   1
LUMO energy   0.25 eV

```
155
Properties=species:S:1:pos:R:3:forces:R:3
Cl 7.558637 -0.192115 1.149432 0.0877 0.0182 -0.1088
Cl 3.750998 -5.353668 5.868654 0.0235 -0.0037 0.0851
Cl -0.173223 10.189868 -9.936748 -0.0069 -0.0318 0.0575
Cl 0.416144 -3.498905 -8.573588 0.0472 -0.0416 -0.1172
Cl -4.071096 5.640748 -1.614685 0.1139 -0.0836 0.0204
Cl 6.122489 -2.626478 -11.459249 0.0377 0.0224 -0.0507
Cl -3.283181 -2.734206 0.678670 -0.1310 0.0868 -0.1140
Cl 1.326760 -9.627102 1.376577 0.0416 -0.0201 0.0294
Cl -8.680277 6.525527 0.196284 -0.0088 0.0293 0.0350
Cl -1.697939 0.419177 7.690790 -0.0128 -0.0642 -0.0283
Cl 4.976241 0.330783 5.035228 -0.2116 0.0284 0.4112
Cl 3.190183 -7.507123 3.272228 0.6693 -0.0608 0.0877
Cl 1.497760 -6.107707 -11.336771 -0.0077 0.0575 0.0099
Cl -0.385901 5.756699 -2.797527 0.3733 1.3209 -0.0566
Cl 8.203304 -0.619858 5.648131 -0.0514 0.0220 -0.0699
Cl -1.519155 -11.021439 2.661059 0.0414 0.0404 0.0138
Cl -3.305296 -2.403093 8.760602 -0.0524 0.2194 0.6848
Cl 4.651442 1.281059 0.114407 0.1133 0.0386 -0.0628
Cl -0.391480 -0.386436 11.774246 0.3672 0.1956 0.2964
Cl 2.014634 -2.496210 -5.721794 0.0715 -0.0028 -0.0609
Cl 3.215294 -1.153304 -12.494274 0.1394 0.0672 -0.0725
Cl -7.742407 8.582827 -2.369104 -0.1563 0.1165 -0.0403
Cl 2.460014 7.151036 -4.082009 0.0399 0.0064 0.0815
Cl 0.321554 -3.079746 -12.405084 -0.1161 -0.1044 0.0215
Cl -4.185134 6.943308 1.545005 -0.1741 0.0265 -0.0209
Cl 0.698892 5.377774 4.017652 -0.0128 -0.0547 -0.0147
Cl -1.787100 0.332856 0.898162 -0.1581 0.2094 0.0205
Cl -0.445341 7.600502 -7.719895 -0.2375 0.0930 -0.2014
Cl -5.408189 -4.755079 5.855246 -0.0143 0.0184 -0.0314
Cl -1.211044 -6.733118 2.782547 -0.2158 0.1182 -0.0348
Cl 0.285037 -3.666056 3.002038 0.9063 -0.4705 0.6813
Cl 0.462903 -3.697318 11.736855 -0.0147 0.0779 -0.0208
Cl -2.867792 -3.023175 4.358518 -0.1960 -0.1002 0.0269
Cl -1.404799 4.791293 1.386336 -0.1865 0.0837 0.0116
O -1.450008 -0.512148 -3.698549 -2.8189 7.2141 3.5662
O 1.045258 3.010756 1.138916 -1.2423 -3.3674 -1.9115
O 1.448225 0.645183 1.267154 -1.6487 6.4101 -5.4152
O -1.286645 1.880407 -3.571262 -1.7641 -2.6038 3.0059
N -3.060003 0.491652 -2.141359 2.4329 2.0108 -1.3875
C 1.150798 6.356338 -4.991294 -0.1584 -0.1714 -0.1753
C -3.660672 -4.967168 6.126528 0.3608 -0.0488 0.0158
C 0.255394 -2.604111 -5.984794 -0.4243 -0.0579 0.0190
C 5.799931 0.288306 6.613874 0.1339 0.0290 0.3299
C -9.727234 7.628360 -0.731093 -0.1887 0.1839 -0.1706
C 0.617667 -5.097176 4.010498 0.2480 -0.3067 0.2141
C -1.592727 -2.395507 1.125926 0.0672 0.1642 -0.1199
C -1.345386 -10.184037 1.097633 -0.0225 0.1431 -0.3045
C -1.040478 6.364885 2.139207 0.2109 0.2835 0.1913
C 3.413135 -2.310064 -11.154441 0.0513 -0.1847 0.3224
C 4.900645 -6.528536 5.182808 0.2651 -0.2441 -0.1593
C 1.135827 1.499712 -1.190060 1.0804 0.9091 0.4674
C -9.300265 7.737036 -2.186197 -0.3711 -0.1532 0.0248
C -4.514448 7.800895 0.017969 -0.1407 0.1635 -0.2963
C 6.180433 0.295532 2.168495 -0.1932 -0.0833 0.0434
C 4.723211 -6.696268 3.682201 0.3750 0.0628 0.0551
C 1.198028 1.701699 0.445550 1.2638 -4.4871 4.8276
C 0.397028 6.448933 2.627010 -0.0220 0.1708 -0.2817
C -1.918090 0.630368 -3.123114 2.1987 -5.6687 -2.5038
C 0.752540 -2.528845 13.050826 0.0474 0.1292 0.2053
C -0.965797 2.782149 -2.454578 -0.2099 2.3709 1.1379
C -0.212132 6.594100 -4.360953 0.0349 0.2267 -0.3844
C -1.454470 -1.098264 1.906622 0.1775 -0.5413 0.3061
C 0.617935 2.814555 -2.020956 -0.1805 -0.4679 -1.1974
C -0.119052 -3.762594 -6.895369 -0.0719 0.0139 0.3743
C 1.001366 8.071386 -8.646014 0.3206 0.1154 -0.1950
C 4.849283 0.124298 1.454240 0.0350 -0.1974 0.3576
C 0.479410 -6.394420 3.229804 0.0573 0.1204 0.0872
C 4.744284 -2.138830 -10.440186 -0.2919 0.0562 0.2169
C -2.892601 0.299294 9.006389 -0.2160 -0.0456 0.2210
C 0.017545 -10.421800 0.467292 -0.3074 -0.1326 -0.1799
C -2.789310 -1.018729 9.757112 0.0849 0.2200 0.1752
C -2.900563 -3.654420 6.024709 -0.1052 -0.1533 0.0657
C -5.176180 6.901956 -1.014242 -0.1065 0.2298 0.0882
C -0.363128 -1.502065 13.162395 0.0275 -0.2164 0.3373
C 1.092396 9.576226 -8.842495 0.2116 -0.0624 0.1390
C 0.434021 -5.801501 -12.733351 -0.1512 0.0087 -0.2649
C 0.750296 -4.481093 -13.417407 0.0238 -0.2030 -0.1441
C 7.274875 0.639454 6.501297 -0.1399 0.1889 0.1802
H 1.868194 7.717496 -8.080156 -0.0860 0.1353 -0.0520
H -3.291972 -5.703382 5.405526 -0.1086 0.2075 0.0543
H -1.753191 6.524608 2.954173 0.2329 -0.1251 -0.1713
H -3.569816 8.211996 -0.351225 -0.1514 -0.1999 0.0565
H -1.767531 -1.209010 10.099751 -0.5028 -0.0439 -0.4001
H 0.312087 -4.705789 -6.545658 0.0114 0.2519 -0.1039
H -9.209101 6.752215 -2.654660 0.0694 0.2000 0.1846
H -9.717765 8.603525 -0.234346 0.1037 -0.2143 -0.1381
H 2.263610 1.312388 -1.531658 -2.4179 0.2949 1.0398
H -0.216556 -0.889942 14.057184 0.0555 -0.1069 -0.1602
H 1.244110 2.842992 -3.036248 -1.3930 -0.0540 2.1437
H 5.904692 -6.151356 5.398323 -0.1715 -0.0116 -0.1205
H 1.383228 5.288967 -5.058294 -0.0668 0.2107 0.1449
H 1.811697 -4.403519 -13.672760 -0.1896 -0.0210 0.1449
H -1.222159 3.883524 -2.837714 0.4003 -3.2555 0.7893
H 0.617800 7.467770 2.958756 -0.1410 -0.1450 -0.0346
H 7.425066 1.587233 5.975183 -0.0876 -0.2560 0.0278
H -3.335038 -2.885353 6.670780 0.1419 -0.3944 -0.7753
H -6.065439 6.409355 -0.608832 0.3004 0.1338 -0.0657
H -10.742676 7.225760 -0.670957 0.1834 0.0233 -0.0971
H 3.299765 -3.320719 -11.558817 0.0852 0.2322 0.0732
H 4.903655 -1.102531 -10.126620 -0.0415 -0.2072 -0.1821
H -0.997664 6.205468 -5.016301 0.1963 -0.0016 0.0818
H -5.176927 8.637053 0.261970 0.0178 -0.2002 -0.0777
H -3.888387 0.440342 8.574753 0.2356 -0.1082 0.0337
H -1.253215 -3.235828 1.738639 -0.6484 0.5188 -0.5081
H 7.712243 0.731975 7.500159 -0.1453 -0.0682 -0.1386
H -0.057433 -5.070355 4.871405 0.0180 0.0072 -0.2578
H 2.590787 -2.128825 -10.456072 0.1859 -0.0201 -0.0678
H 6.207760 -0.337705 3.060593 0.0448 0.1104 -0.4524
H 0.979715 7.540546 -9.602850 -0.1007 0.1684 0.2096
H -1.206789 -3.875783 -6.924355 0.1733 0.1263 0.0253
H -0.429326 -0.993568 2.274989 -0.0968 0.0701 -0.2007
H 0.586201 -6.628671 -13.433498 0.0368 0.1914 0.0697
H 0.820147 -3.106504 13.977819 -0.1085 0.1324 -0.1384
H -2.742786 0.043039 -1.240689 -0.3972 0.5112 -1.4315
H 5.292802 1.015442 7.254902 0.1384 -0.0552 -0.1308
H 4.747587 -5.733316 3.162809 -0.0986 -0.1831 0.1700
H 5.527595 -7.319916 3.280196 -0.1206 0.0823 0.1579
H 0.170826 -4.393087 -14.341146 0.0411 -0.0686 0.1798
H 1.106954 6.187109 1.836284 -0.1978 -0.0748 0.1690
H -5.481208 7.494425 -1.881861 0.2012 -0.1539 0.2758
H -1.219417 7.128842 1.376366 0.0901 -0.1665 0.1119
H -0.995475 -2.379704 0.208957 -0.1587 0.1049 0.1276
H -1.859246 -3.803469 6.326405 -0.1630 -0.0211 -0.0124
H -3.545021 -5.386536 7.130310 0.0029 0.1558 -0.1049
H 2.054275 9.834362 -9.296070 -0.1585 -0.1469 0.0538
H -3.536370 1.413124 -1.960104 0.9098 -1.2740 -0.0864
H 4.735912 -0.886356 1.049864 0.0985 0.2596 0.0238
H -0.203115 -2.741595 -5.000699 0.0633 0.0334 -0.1991
H 0.036859 -10.005265 -0.544117 -0.0651 0.0030 0.1941
H 4.026935 0.305538 2.152609 0.0845 0.0398 -0.1253
H 4.772699 -7.477724 5.712400 -0.0828 0.2149 -0.1600
H -0.602767 -5.837308 -12.384884 0.2593 0.1136 -0.0053
H 0.206614 2.889403 1.694900 1.7227 0.1841 -0.7671
H -0.401222 7.659674 -4.198356 0.1299 -0.2337 0.0016
H -1.655240 2.631444 -1.497462 1.4571 -0.0940 -2.0193
H -0.087008 -1.646363 -6.388674 0.1273 -0.2430 0.0769
H 0.818922 -7.234740 3.842516 -0.2815 0.2890 -0.0745
H 1.170113 6.772873 -6.002704 -0.0960 -0.0985 0.3835
H -2.130918 -10.572670 0.442285 0.2040 -0.0074 0.0702
H -1.534476 -9.118464 1.260230 0.1578 -0.2427 0.0484
H -2.696464 1.131756 9.688562 0.0184 -0.2017 -0.0341
H 1.722426 -2.053439 12.874896 -0.2667 -0.0537 -0.0499
H 1.009458 10.113014 -7.892431 -0.0734 -0.1736 -0.1942
H -1.345082 -1.980000 13.234074 0.2373 0.0473 -0.1169
H 1.076662 -6.378616 2.312833 -0.3365 0.0789 0.2220
H 5.654298 -0.706502 7.046244 0.0882 0.1811 -0.1901
H 4.771613 -2.772068 -9.548087 -0.0895 0.0555 -0.1979
H 1.642811 -4.992480 4.378865 -0.2392 -0.1204 -0.1717
H -2.129570 -1.071443 2.767528 0.0804 0.0796 -0.3404
H -10.040708 8.313966 -2.748754 0.1190 -0.0530 0.1707
H -3.443924 -0.999421 10.633859 0.0631 0.0650 -0.1629
H 0.825089 3.844211 -1.493128 -0.3974 -2.3436 -0.7050
H 0.249974 -11.489171 0.400293 -0.0465 0.2388 0.1352
H 0.556746 0.508000 -1.414734 0.9400 2.0171 0.5769
H 6.339802 1.331832 2.482061 -0.0415 -0.2133 -0.1581
```
Positions in Å, forces in eV/Å.

These are the Löwdin partial charges, in e, on atoms 1 to 5: 0.5276, 0.5770, 0.5381, 0.5229, 0.5342

---

no.,F_max (eV/Å)
1,3.289
2,8.552